Computed, not measured: a single C2H3BrFNO2 molecule, with ωB97M-V/def2-TZVPD.

```
10
Properties=species:S:1:pos:R:3:forces:R:3
N -2.496415 0.130199 -0.101295 1.207 -2.085 -0.303
H 0.310128 0.081763 0.732607 -0.368 -1.107 -2.172
F -1.501357 -1.955618 -0.414197 -0.893 0.799 -0.086
Br -5.064943 0.426668 -0.237957 -1.522 0.408 -0.180
O -2.568857 1.335752 0.071945 0.340 0.592 -0.012
H 0.100672 0.962382 -0.778861 -0.996 -1.225 0.307
H 0.559641 -0.721072 -1.113948 -0.709 0.603 1.885
O -3.700388 -0.665157 0.030818 0.696 -0.275 0.117
C -0.063678 -0.090173 -0.375794 1.602 1.624 -0.040
C -1.457765 -0.611441 -0.380866 0.644 0.666 0.483
```
Forces are in eV/Å.

As for the energy: -80462.0182 eV. As for the structure (SMILES): C/C(F)=[N+](\[O-])OBr. Its orbital gap is 8.94 eV. The HOMO energy is -9.10 eV. As for the total charge: 0. The energy relative to the best compared isomer or geometry (same formula, charge and spin) comes out at 225.6 kJ/mol.